[1]
16
Properties=species:S:1:pos:R:3:forces:R:3:nbo_charge:R:1 method="wB97M-V/def2-TZVPD" largest_force_ev_per_a=5.236 total_charge=+1 relative_energy_ev=2.624 gap_ev="5.8 / 5.8" lumo_ev="-5.737 / -5.739"
C 0.4001 1.1482 -0.0161 2.915 0.148 2.054 -0.162
N 1.4690 0.3852 -0.6818 0.350 1.824 -0.071 -0.522
N 1.5747 -1.8683 0.2981 -0.753 -0.411 1.971 -0.727
N -0.8013 0.4748 -0.0002 -4.769 -2.111 0.465 0.016
N -1.8237 0.5622 0.6949 3.570 0.589 -1.316 -0.250
N -3.2694 -0.1969 -0.0740 1.773 0.825 0.784 0.735
N 2.2817 -0.7841 0.0236 -0.142 0.196 1.526 -0.241
O -2.8782 -0.6094 -1.0564 -0.225 -0.918 -1.430 -0.128
O -4.1431 -0.0094 0.6307 -1.872 -0.130 0.657 -0.149
H 0.6443 1.7062 0.9623 0.153 -1.123 -1.242 0.224
H 0.1517 1.9347 -0.6988 -0.061 0.795 -0.845 0.294
H 1.0594 -0.0701 -1.5045 0.240 -0.057 0.402 0.368
H 1.4912 -2.4367 -0.4847 -0.134 -1.140 -2.049 0.310
H -1.8294 1.1883 1.5059 -0.426 0.061 0.435 0.387
H 3.1080 -0.8503 -0.6252 -0.718 0.291 0.605 0.401
H 2.5649 -0.5745 1.0262 0.099 1.161 -1.947 0.444

***

[2]
17
Properties=species:S:1:pos:R:3:forces:R:3:nbo_charge:R:1 method="wB97M-V/def2-TZVPD" largest_force_ev_per_a=1.861 total_charge=+1 relative_energy_ev=5.136 gap_ev="9.3 / 7.7" lumo_ev="-4.433 / -4.288"
C -0.1820 -1.5186 -0.6594 0.500 0.254 0.170 -0.201
C 0.8800 -0.7544 -0.9646 -0.481 -0.741 -0.153 -0.079
C -0.5203 -1.2865 0.7081 -0.839 1.241 -1.103 0.090
C 0.8569 1.4828 0.0111 -0.500 1.123 -0.088 -0.471
N 0.4954 -0.5485 1.2539 0.217 -0.492 0.724 -0.407
N -1.9495 0.4589 -0.0823 0.797 -0.751 0.630 -0.856
N 1.2388 0.0572 0.2053 0.304 0.084 -0.066 -0.201
H -0.7140 -2.1709 -1.3235 -0.048 -0.108 -0.140 0.276
H 1.4040 -0.6033 -1.8851 0.200 0.149 -0.122 0.259
H -1.2246 -1.8032 1.3244 -0.047 -0.181 0.237 0.268
H 1.3178 1.8751 -0.8920 0.185 -0.192 -0.013 0.239
H -0.2405 1.5024 -0.0865 0.428 -0.076 0.029 0.306
H 1.1864 2.0700 0.8673 0.091 -0.135 0.049 0.226
H 0.3603 -0.0029 2.0945 0.079 0.242 -0.190 0.427
H -2.6437 0.4583 0.6606 -0.307 -0.071 0.024 0.338
H -2.3969 0.0369 -0.8905 -0.236 -0.162 -0.085 0.337
H 2.2495 0.0014 0.4015 -0.342 -0.186 0.096 0.447

***

[3]
59
Properties=species:S:1:pos:R:3:forces:R:3:nbo_charge:R:1 method="wB97M-V/def2-TZVPD" largest_force_ev_per_a=13.245 relative_energy_ev=19.066 gap_ev=3.8 lumo_ev=-5.021
Be -28.0586 4.1839 -16.5817 2.887 -2.369 3.769 1.730
O -26.6296 1.5734 -14.9930 4.175 -8.837 -8.939 -0.655
C -27.1167 1.4110 -16.2041 4.723 -0.862 1.896 1.006
O -27.6727 2.3699 -16.7699 -2.350 4.005 -3.095 -0.924
O -26.8607 0.2856 -16.8220 -1.327 7.726 -0.384 -0.770
H -26.9056 2.4846 -14.8703 0.468 -0.891 2.108 0.450
O -28.2424 4.5153 -13.1734 0.073 0.704 -1.878 -0.626
C -27.5924 4.5010 -14.3520 -0.362 -0.645 3.757 1.073
O -27.6411 5.4866 -15.1055 -1.472 0.894 -3.490 -0.779
O -27.1926 3.4213 -14.8895 -4.613 11.591 0.022 -0.832
H -28.4627 3.6185 -12.9110 0.228 -0.170 0.119 0.499
C -24.7335 4.2875 -13.5223 -1.503 1.901 0.717 0.756
O -25.7885 4.7709 -13.1626 -2.656 1.097 1.309 -0.705
N -23.6318 4.5203 -12.9294 4.746 0.861 3.274 -0.789
N -24.6395 3.6500 -14.6056 0.399 -3.282 -5.289 -0.810
H -23.6097 5.0613 -12.0768 -0.111 -0.185 -0.215 0.414
H -22.8085 3.9849 -13.1652 -0.105 0.212 0.188 0.397
H -23.7520 3.4814 -15.0572 -0.213 -0.314 -0.155 0.419
H -25.5110 3.4722 -15.0840 1.344 0.130 -0.185 0.392
C -29.5019 -0.9310 -15.9326 -2.765 0.002 2.131 0.743
O -30.4979 -1.4953 -15.5436 -2.048 -0.073 -0.720 -0.658
N -28.3502 -1.3987 -15.9008 5.095 -6.896 -0.971 -0.808
N -29.2591 0.3349 -16.1591 -3.745 6.222 0.181 -0.811
H -28.2524 -2.3919 -15.7454 0.211 0.080 -0.018 0.400
H -27.5255 -0.8575 -16.1181 -2.827 -2.214 -0.365 0.390
H -28.3358 0.7008 -16.3432 -4.164 -2.230 0.005 0.349
H -30.0229 0.9902 -16.2445 0.023 -0.095 0.275 0.368
C -28.1379 -0.2494 -19.3447 3.258 -1.378 -0.845 0.742
O -27.0042 -0.6526 -19.5065 1.029 0.887 -0.482 -0.691
N -28.6088 0.6473 -18.5626 1.016 5.268 2.789 -0.841
N -29.1305 -0.7106 -19.9544 -5.929 -3.414 -4.556 -0.788
H -29.5987 0.8127 -18.4492 0.832 -0.060 0.346 0.384
H -27.9001 1.0381 -17.9584 -1.576 0.108 -1.311 0.400
H -29.9313 -0.1185 -19.7869 -0.596 -1.420 -1.229 0.364
H -29.0965 -1.4904 -20.5954 -0.133 0.398 0.110 0.411
C -23.9328 1.4930 -17.0293 4.083 0.956 1.051 0.757
O -22.8482 2.0358 -17.1006 1.820 0.993 -0.022 -0.713
N -24.1436 0.3622 -16.4030 -0.283 0.091 -0.247 -0.840
N -25.0112 2.0926 -17.4516 -3.341 0.944 -1.232 -0.859
H -25.1231 0.1203 -16.4511 2.083 -0.557 0.712 0.411
H -23.3966 -0.1134 -15.9174 -0.485 -0.141 -0.317 0.429
H -25.7804 1.4392 -17.4136 0.438 1.339 -1.577 0.382
H -25.0491 3.0690 -17.7070 0.311 -0.663 -0.282 0.401
C -25.3899 -2.0178 -16.5889 0.783 -2.286 -2.739 0.749
O -24.7458 -3.0184 -16.4438 1.826 -2.408 1.571 -0.688
N -25.7544 -1.6272 -17.7772 -0.611 0.768 -1.470 -0.839
N -25.8036 -1.2270 -15.6502 1.129 -2.205 6.034 -0.919
H -25.5192 -2.1370 -18.6168 -0.205 0.329 0.427 0.424
H -26.3272 -0.7962 -17.7374 0.834 -1.600 -2.189 0.409
H -25.6229 -1.5622 -14.7148 0.300 -0.189 -0.353 0.411
H -26.4593 -0.4732 -15.7991 2.675 -1.607 0.177 0.377
C -27.9357 0.1864 -13.0465 -3.086 -1.073 4.583 0.742
O -28.7392 -0.1809 -12.2047 -1.396 -1.707 0.320 -0.695
N -27.2613 -0.5676 -13.8418 1.341 -2.784 -0.530 -0.838
N -27.5886 1.4161 -13.0403 0.742 4.852 1.258 -0.846
H -26.6729 -0.2317 -14.5908 -0.898 -0.124 2.682 0.385
H -27.5286 -1.5402 -13.7906 0.194 0.291 -0.227 0.421
H -28.1392 2.1083 -12.5527 0.387 -1.054 0.201 0.356
H -26.9541 1.5011 -13.8215 -0.656 1.086 3.301 0.382

***

[4]
59
Properties=species:S:1:pos:R:3:forces:R:3:lowdin_spin:R:1 method="wB97M-V/def2-TZVPD" largest_force_ev_per_a=0.526 multiplicity=5 total_charge=+3 gap_ev="6.0 / 7.0" lumo_ev="-10.292 / -10.369"
Os -0.6199 -0.2712 -0.1888 0.365 -0.055 -0.093 3.349
N -0.7831 1.4298 2.6341 0.154 -0.043 -0.186 0.002
C -0.5339 2.3808 1.6349 -0.106 -0.097 0.337 0.017
C -0.1720 3.6653 2.0167 0.033 0.140 -0.023 0.001
C 0.0467 4.6043 1.0335 0.034 0.119 0.036 0.008
C -0.1385 4.2537 -0.3044 0.005 0.037 0.031 0.001
C -0.4815 2.9606 -0.5883 -0.001 -0.164 0.073 0.015
N -0.6435 2.0007 0.3602 0.018 0.059 -0.101 0.092
C -1.2675 -0.9172 2.6580 -0.036 0.122 -0.137 0.011
C -1.4978 -1.4348 3.9083 -0.010 -0.089 0.113 0.002
C -1.0434 -2.7246 4.1718 -0.031 0.004 0.059 -0.002
C -0.4091 -3.4261 3.1636 0.020 0.006 -0.037 0.002
C -0.2371 -2.8174 1.9302 0.063 -0.013 -0.106 0.006
N -0.6449 -1.5694 1.6772 -0.196 0.135 -0.047 0.057
H -0.7052 1.7204 3.5967 0.027 0.051 -0.041 0.000
H -0.0797 3.9193 3.0650 -0.002 -0.003 -0.014 0.000
H 0.3293 5.6142 1.3027 0.002 -0.016 -0.012 0.000
H -0.0198 4.9749 -1.1001 -0.001 -0.007 0.008 0.000
H -0.6500 2.6538 -1.6104 -0.021 -0.003 -0.016 0.002
H -2.0158 -0.8562 4.6632 0.017 -0.003 -0.023 0.001
H -1.1937 -3.1698 5.1468 -0.001 0.007 -0.012 0.000
H -0.0501 -4.4347 3.3169 -0.014 0.015 -0.001 0.000
H 0.2349 -3.3500 1.1168 0.005 -0.017 0.026 0.001
N 1.1728 -1.7836 -0.7832 0.107 -0.097 -0.076 0.132
C 1.9321 -1.2549 -1.9440 -0.009 -0.033 0.160 0.011
C 0.9425 -0.7513 -2.9633 -0.118 0.112 -0.071 0.009
N 0.1061 0.3134 -2.3351 -0.044 -0.086 0.096 0.059
H 1.8035 -1.9892 -0.0127 0.049 0.063 -0.018 0.005
H 0.7593 -2.6750 -1.0520 0.026 -0.016 0.005 0.007
H 2.5813 -2.0132 -2.3786 0.009 -0.018 -0.038 0.003
H 2.5653 -0.4401 -1.5901 0.023 0.006 0.002 0.001
H 0.2782 -1.5509 -3.2928 -0.004 -0.017 0.007 0.000
H 1.4597 -0.3644 -3.8397 0.017 -0.001 -0.031 0.001
H -0.6348 0.5773 -2.9795 -0.022 -0.056 -0.007 0.004
H 0.6888 1.1418 -2.2368 0.036 0.004 -0.043 0.004
N -1.7045 0.4318 2.3521 -0.171 -0.041 0.252 0.026
C -3.0320 0.6607 2.1271 0.337 -0.193 -0.107 0.010
C -3.5964 -0.3612 1.2198 -0.065 0.123 -0.001 0.025
C -3.1602 -0.3483 -0.1286 -0.488 0.190 0.048 0.026
C -3.6275 -1.3244 -1.0003 0.045 -0.186 0.006 0.045
C -4.4427 -2.3528 -0.5247 0.050 0.035 -0.081 -0.003
C -4.8763 -2.3423 0.7891 -0.010 0.055 0.095 0.036
C -4.4753 -1.3256 1.6642 -0.002 -0.234 -0.021 0.002
C -3.7683 1.7514 2.6183 -0.020 0.121 -0.011 0.003
C -3.3926 2.4523 3.7969 0.022 -0.022 -0.008 0.003
C -4.2030 3.4339 4.2991 -0.125 0.018 -0.090 0.000
C -5.3867 3.7649 3.6218 -0.017 0.101 0.093 0.005
C -5.7750 3.1016 2.4615 0.060 -0.029 0.016 0.000
C -4.9819 2.0901 1.9678 -0.037 0.022 -0.021 0.003
H -2.8099 0.5970 -0.5532 0.116 -0.004 0.018 0.014
H -3.3817 -1.2672 -2.0532 -0.044 -0.007 -0.008 0.001
H -4.7813 -3.1287 -1.1987 0.004 0.011 0.005 -0.001
H -5.5447 -3.1168 1.1425 0.004 0.019 0.000 0.002
H -4.8188 -1.3220 2.6922 -0.013 -0.004 -0.032 0.000
H -2.5096 2.1727 4.3553 -0.051 -0.002 -0.021 0.000
H -3.9412 3.9439 5.2162 -0.030 0.002 -0.012 0.000
H -6.0177 4.5511 4.0196 0.014 -0.014 -0.008 0.000
H -6.6926 3.3729 1.9576 0.010 -0.001 0.023 0.000
H -5.2747 1.5669 1.0657 0.022 -0.009 0.043 0.000

***

[5]
9
Properties=species:S:1:pos:R:3:forces:R:3:lowdin_charge:R:1 method="wB97M-V/def2-TZVPD" largest_force_ev_per_a=5.685 relative_energy_ev=5.669 gap_ev="6.8 / 7.1" lumo_ev="-1.108 / -1.047"
C 0.5889 -1.0175 0.1103 2.550 1.937 0.204 0.012
C 1.8641 -1.2393 0.1608 -0.949 -2.455 0.756 -0.109
C 2.9341 -0.6133 -0.1837 1.262 -0.317 -1.007 -0.012
C 0.3298 0.6292 0.0432 -4.728 -2.977 -1.055 -0.139
C 1.5395 1.1868 0.0956 2.989 2.938 -0.369 -0.150
N 2.6992 0.8282 0.0137 0.049 1.615 0.616 0.084
H -0.2182 -1.6149 0.0168 -2.546 -1.778 -0.106 0.060
H -0.4507 0.7030 -0.7632 1.278 0.701 0.047 0.143
H -0.3090 0.7697 0.8954 0.093 0.336 0.912 0.112

***

[6]
24
Properties=species:S:1:pos:R:3:forces:R:3:nbo_charge:R:1 method="wB97M-V/def2-TZVPD" largest_force_ev_per_a=4.050 total_charge=+1 relative_energy_ev=0.000 gap_ev=10.7 lumo_ev=-2.836
C -0.6255 -2.3344 0.0916 1.848 -2.779 -0.590 -0.273
C 1.8946 -1.6394 1.8294 -1.475 -1.005 -2.523 -0.263
C 0.3271 1.5399 -1.8283 -0.924 -0.227 2.830 -0.570
C 0.0671 -0.1748 0.8191 -0.158 0.366 1.107 -0.010
N -1.2095 2.5449 0.4121 0.097 1.213 -0.248 -1.314
N -1.0753 0.9473 -2.0495 1.392 -2.432 0.844 -0.741
O -0.4319 -0.9793 -0.2439 -0.196 0.099 -0.111 -0.590
O 1.3826 -0.4592 1.0994 1.282 -0.036 0.833 -0.586
Si 0.2814 1.6939 0.4127 0.399 -1.377 -3.788 1.463
H -0.5301 -2.5554 1.1360 -0.290 0.456 0.717 0.191
H 0.0899 -3.1465 -0.3527 -0.335 2.123 0.257 0.193
H -1.5262 -2.7555 -0.2579 -1.628 0.337 -0.337 0.203
H 2.8591 -1.3372 2.3320 -1.390 -0.587 -0.531 0.234
H 1.9717 -2.4203 0.9578 0.809 1.180 1.907 0.194
H 1.0506 -2.0770 2.4210 1.120 0.693 0.380 0.186
H 0.4693 2.5167 -2.3179 0.027 -0.853 -0.139 0.236
H 0.9536 0.6765 -2.0600 0.517 0.802 -0.321 0.232
H -0.6124 -0.2235 1.7145 0.400 -0.694 -0.492 0.169
H -1.2421 3.3385 -0.2584 0.053 -0.666 0.802 0.411
H -1.6363 2.8539 1.2762 -0.127 -0.082 0.025 0.419
H -1.3184 0.6316 -2.9865 -0.100 0.779 -0.270 0.426
H -0.9860 -0.0079 -1.5129 -0.206 1.382 -0.440 0.474
H -1.8031 1.4259 -1.5524 -0.638 0.616 -0.026 0.437
H 1.6498 1.9412 0.9187 -0.477 0.692 0.116 -0.123

***

[7]
10
Properties=species:S:1:pos:R:3:forces:R:3:nbo_charge:R:1 method="wB97M-V/def2-TZVPD" largest_force_ev_per_a=1.065 relative_energy_ev=3.620 gap_ev="7.6 / 8.2" lumo_ev="0.056 / 0.135"
C -2.9197 0.7617 -0.3590 0.327 0.514 0.874 0.339
C 1.9646 -0.1704 -0.0744 0.002 -0.230 -0.214 -0.699
C 0.8464 -0.9485 0.5096 -0.352 0.375 0.154 -0.243
O -3.1327 1.6446 0.3834 -0.266 -0.042 -0.308 -0.466
Br -0.9032 -0.6839 -0.1794 0.885 -0.499 0.131 0.095
H -3.5018 0.4067 -1.2096 -0.697 -0.018 -0.624 0.126
H 2.8812 -0.7239 0.1375 0.149 0.053 -0.046 0.231
H 2.0855 0.8282 0.3566 -0.097 0.024 0.027 0.221
H 1.8528 -0.0772 -1.1536 0.092 0.042 -0.021 0.220
H 0.8271 -1.0373 1.5889 -0.043 -0.221 0.028 0.177

***

[8]
18
Properties=species:S:1:pos:R:3:forces:R:3:nbo_charge:R:1 method="wB97M-V/def2-TZVPD" largest_force_ev_per_a=7.662 relative_energy_ev=7.117 gap_ev=9.3 lumo_ev=0.690
C 1.0175 1.0804 0.1356 0.380 1.026 0.678 -0.210
C 1.4076 -1.3220 -0.1279 0.529 -3.331 4.751 -0.291
C 0.1071 -0.9101 -0.5613 -3.748 -2.456 0.494 0.192
C -1.8960 0.1485 0.7856 -1.783 0.265 4.226 -0.267
C -1.4883 0.6233 -0.5864 -5.900 3.916 2.925 -0.131
C -0.0812 0.5126 -0.8247 2.137 1.671 -1.132 -0.387
H 1.5366 1.9351 -0.3069 -0.035 -0.236 -0.237 0.206
H 0.5268 1.5984 1.0651 1.027 -1.773 -1.029 0.201
H 3.1716 0.1089 -0.1788 -4.888 -0.161 1.960 0.373
H 1.0385 -1.9049 1.0011 1.501 1.211 -3.172 0.200
H 1.8617 -2.2645 -0.6693 0.001 2.698 0.653 0.257
H -2.9841 0.3753 1.2814 3.065 0.160 -1.056 0.221
H -1.0459 -0.2401 1.5019 -2.000 1.414 -0.862 0.213
H -2.3103 1.6589 -0.7469 2.900 -3.591 -0.600 0.251
H 0.1378 0.9483 -1.7987 0.321 -0.610 -0.438 0.233
N 2.0506 -0.0406 0.3717 3.233 0.054 -2.729 -0.633
N -0.9874 -1.5021 -0.1107 6.390 -2.801 -1.900 -0.199
N -2.0628 -0.8056 -0.2309 -3.128 2.541 -2.530 -0.228

***

[9]
51
Properties=species:S:1:pos:R:3:forces:R:3:nbo_charge:R:1 method="wB97M-V/def2-TZVPD" largest_force_ev_per_a=4.724 relative_energy_ev=9.750 gap_ev=7.5 lumo_ev=-1.483
C -3.4975 -5.9958 0.9397 0.323 -0.254 0.038 -0.632
C -2.0083 -6.3143 1.4709 -0.064 -0.398 -0.154 -0.410
C -0.8361 -5.5699 0.6601 0.175 -0.295 0.756 -0.419
C -0.9284 -3.9662 0.6640 -0.382 -0.915 -0.437 -0.229
N -0.4592 -3.4785 2.0148 0.238 2.871 -0.332 -0.627
C 0.1726 -2.1407 1.9088 2.315 -0.808 -1.074 0.050
C 1.4863 -2.0946 1.3241 -2.250 0.471 0.818 0.304
F 2.1213 -3.3162 0.9044 -1.464 3.368 1.114 -0.324
C 2.2756 -0.6988 1.1608 1.925 -1.369 0.061 0.496
O 3.5290 -0.7598 1.1090 -4.189 0.758 -0.105 -0.505
C 1.3884 0.6149 1.1308 -2.444 2.933 0.015 -0.141
C 1.8215 1.9553 0.4909 -1.621 0.252 1.560 0.053
C 3.2187 2.1415 -0.2535 -0.262 -0.132 -1.040 -0.458
C 2.9370 1.8343 -1.8385 -0.860 0.618 0.500 -0.394
C 2.1180 3.0418 -2.5649 -0.942 -1.009 -0.126 -0.430
C 0.5376 2.6815 -2.7584 0.957 -1.445 -1.515 -0.230
N -0.2979 3.8893 -3.0757 -0.803 0.191 2.810 -0.656
C -1.2933 4.1778 -2.0445 -1.879 -0.680 1.081 0.702
C -1.3351 5.6814 -1.4300 -0.056 -0.004 -1.278 -0.736
O -2.1476 3.3409 -1.6353 3.397 2.529 -1.606 -0.590
C 0.8831 3.2266 0.5375 -1.501 -2.661 1.576 -0.232
C -0.5235 3.1995 1.1820 2.906 -3.709 -0.339 -0.177
C -0.9925 1.8351 1.8001 3.192 0.216 -1.315 -0.172
C -0.0519 0.5883 1.7889 0.930 1.972 -1.389 -0.092
C -0.5416 -0.7859 2.4203 -1.324 0.876 0.929 0.522
O -1.4816 -0.7585 3.2544 3.077 -0.854 -2.854 -0.519
H -3.6592 -6.6352 -0.0123 -0.011 1.087 1.625 0.211
H -4.2698 -6.2544 1.7597 1.181 0.271 -1.507 0.218
H -3.6555 -4.8986 0.6512 0.297 -1.545 0.481 0.202
H -1.8920 -6.1268 2.6041 -0.274 -0.048 -1.786 0.203
H -1.8590 -7.4563 1.3361 -0.126 1.857 0.294 0.210
H -0.7514 -6.0190 -0.3894 -0.298 0.884 1.315 0.210
H 0.1502 -5.8318 1.2107 -1.512 0.511 -1.026 0.229
H -0.2777 -3.5777 -0.2005 -0.872 -0.382 1.628 0.219
H -1.9938 -3.5620 0.5298 1.445 -0.800 -0.211 0.190
H -1.2565 -3.3804 2.6664 0.523 -0.140 -0.604 0.388
H 4.0388 1.4183 0.0702 -1.457 0.911 -0.056 0.263
H 3.6390 3.2157 -0.1430 -0.927 -1.715 -0.057 0.219
H 3.9043 1.6610 -2.4226 -1.344 0.056 1.036 0.223
H 2.2560 0.8963 -1.8305 1.363 1.344 -0.373 0.213
H 2.5394 3.1241 -3.6296 -0.514 0.428 1.681 0.219
H 2.1506 4.0165 -1.9698 0.397 -1.233 -0.952 0.195
H 0.1179 2.0430 -1.9058 0.433 1.375 -1.066 0.234
H 0.4869 2.0074 -3.7018 0.107 0.873 1.614 0.195
H 0.2752 4.7120 -3.3076 -0.386 -0.567 0.356 0.378
H -0.3333 6.0108 -0.9918 -1.281 -0.599 -0.622 0.221
H -2.1675 5.8185 -0.6625 1.179 -0.541 -1.124 0.244
H -1.5711 6.3837 -2.3184 0.433 -0.962 1.405 0.236
H 1.2674 4.2070 0.0720 -0.607 -1.824 0.855 0.226
H -1.1957 4.1216 1.1731 1.081 -1.616 0.048 0.245
H -2.0376 1.7772 2.2516 1.775 -0.146 -0.650 0.254